Density functional theory data (the ωB97M-V functional and the def2-TZVPD basis) for a structure of composition C8H20N3O6PS.

Each line ends with the Löwdin charge.
Geometry (Å):
H1 -1.29215 5.00136 0.43145  0.083
H2 -3.36429 -2.21915 0.51890  0.089
C1 -2.23441 -0.40680 1.55347  -0.235
H3 0.36165 -0.33339 2.15534  0.150
O1 0.66244 6.49517 2.42951  0.016
C2 0.24292 5.62450 1.68407  -0.724
C3 -1.73548 1.55543 0.04281  -0.264
O2 2.09532 -4.45632 -3.28661  -0.367
C4 0.15403 0.33277 1.19258  -0.133
O3 -0.93706 2.40826 -0.65854  -0.094
H4 -2.22077 -1.22463 -0.68813  0.075
H5 4.45931 -5.71378 -0.40278  0.059
H6 -4.08809 1.38683 0.40401  0.079
O4 1.70329 -1.40980 0.03782  -0.422
H7 -3.49718 0.85454 -1.40358  0.097
P1 2.62793 -4.29314 -1.60311  0.861
H8 0.58369 3.76918 0.81489  0.062
C5 -3.32669 1.54991 -0.47303  -0.035
O5 3.65311 -2.88808 -1.41017  -0.613
H9 -3.33534 -0.07084 1.83917  0.119
H10 -1.48617 -2.35219 0.63132  0.092
H11 1.21286 -4.93373 -3.25738  0.061
H12 -3.52283 2.66050 -0.86481  0.099
O6 1.82649 -1.48678 -2.65346  -0.467
H13 -0.13858 -0.64029 -0.96721  0.125
C6 3.74214 -5.86668 -1.33259  -0.296
N1 -0.93944 5.71450 1.04732  0.153
N2 -1.29752 0.72038 1.21588  -0.109
H14 1.32744 0.52843 -0.77368  0.120
H15 -1.80837 -0.92347 2.54139  0.135
H16 3.06263 -6.83010 -1.21908  0.064
C7 0.70527 -0.31559 -0.20503  -0.221
H17 4.42544 -5.95448 -2.29027  0.055
H18 0.77790 1.33444 1.37263  0.135
H19 -1.48903 6.54750 1.20664  0.110
S1 2.72544 -1.44769 -1.36450  0.989
H20 1.81763 4.37552 1.88242  0.109
C8 -2.37609 -1.58377 0.42442  -0.113
N3 0.92258 4.49150 1.42789  0.155

Atomic forces in eV per Å
0.10 0.04 0.04
1.90 1.57 -0.13
-1.17 -1.60 0.95
-0.48 1.18 -2.33
0.03 0.09 0.08
0.29 0.51 0.47
2.04 2.86 -2.37
0.59 -0.62 2.03
1.59 0.79 0.98
-3.82 -5.07 4.63
-0.59 -0.53 2.35
-1.69 -0.36 -1.84
1.55 -0.05 -1.85
-0.50 0.00 -1.43
0.49 1.11 2.14
-1.90 -1.29 -0.18
-0.05 0.05 -0.08
0.36 1.43 0.34
-1.96 -0.49 -0.37
2.59 -0.16 -0.66
-1.89 1.58 -0.62
1.48 1.03 0.22
0.66 -2.50 0.87
2.87 -0.13 5.04
1.78 0.42 1.87
1.61 0.46 -0.90
-1.34 0.47 -0.46
-1.04 0.41 -3.60
-1.60 -1.52 1.21
-0.89 1.25 -2.18
1.30 2.29 -0.23
0.38 1.34 -1.26
-1.27 -0.17 1.91
-1.40 -2.25 -0.42
0.22 -0.31 -0.07
-2.15 0.27 -4.06
-0.33 0.08 -0.17
1.23 -1.10 0.03
1.03 -1.08 0.05

Kohn-Sham gap   9.21 eV
M   317.30 g mol⁻¹
Net charge   0
HOMO   -8.92 eV